DFT (the ωB97M-V functional and the def2-TZVPD basis) results for an isolated ion of composition C2H5N2O and charge +1 at a distorted geometry.

Each line ends with the Löwdin charge.
Atoms and positions in Å:
C1 -0.517 0.008 -0.350  -0.037
N1 0.737 -0.391 0.204  -0.006
C2 1.580 0.490 0.768  -0.088
N2 2.535 0.458 1.537  0.108
O1 3.654 0.464 1.936  0.292
H1 -1.217 -0.748 -0.419  0.082
H2 -0.270 0.332 -1.316  0.085
H3 -0.915 0.938 0.235  0.149
H4 0.966 -1.406 0.328  0.196
H5 1.130 1.451 0.371  0.218

Structure (SMILES): C/[NH+]=C/N=O
Total charge: +1
E_LUMO (alpha / beta) (eV): -7.692 / -7.687
E_HOMO (alpha / beta) (eV): -15.180 / -15.177
Energy above the lowest of the compared OMol25 structures with the same formula, charge and spin (kcal per mole): 127.49
Energy (Eh): -263.511133

---

DFT (the ωB97M-V functional and the def2-TZVPD basis) results for C2H5N2O2 as an isolated structure at a distorted geometry.

Each line ends with the Löwdin charge.
Atoms and positions in Å:
C1 -1.647 -0.602 0.290  -0.046
C2 -0.185 0.795 -1.065  -0.465
N1 0.958 0.511 -0.656  0.016
N2 1.401 -0.413 0.935  -0.139
O1 2.517 -0.116 1.463  -0.259
O2 -0.914 1.620 -1.611  -0.054
H1 -1.467 -1.377 -0.313  -0.121
H2 -1.203 -0.340 1.240  -0.047
H3 1.620 1.343 -0.705  0.114
H4 1.468 -1.321 0.467  0.048
H5 -2.548 -0.100 -0.045  -0.047

Total charge: -1
E_LUMO (eV): 4.254
E_HOMO (eV): -2.611
Energy above the lowest of the compared OMol25 structures with the same formula, charge and spin (kcal per mole): 161.13
Energy (Eh): -339.018870

---

DFT (the ωB97M-V functional and the def2-TZVPD basis) results for a 2-piece molecular cluster, C2H5N2O2 overall at a distorted geometry.

Each line ends with the Löwdin charge.
Atoms and positions in Å:
N1 0.237 0.149 -0.697  0.073
C1 1.459 -0.161 -0.182  -0.422
N2 2.487 -0.579 -0.893  -0.070
H1 0.248 0.213 -1.718  0.102
H2 -0.477 0.472 -0.076  -0.013
H3 1.709 0.077 0.964  0.133
H4 3.424 -0.823 -0.386  0.021
O1 -2.001 1.021 -0.169  -0.206
C2 -2.314 0.079 0.680  -0.553
O2 -1.544 -0.806 1.183  -0.155
H5 -3.228 0.359 1.295  0.090

Total charge: -1
E_LUMO (eV): 4.383
E_HOMO (eV): -4.400
Energy above the lowest of the compared OMol25 structures with the same formula, charge and spin (kcal per mole): 34.01
Energy (Eh): -339.221456

---

DFT (the ωB97M-V functional and the def2-TZVPD basis) results for C2H5N2O2S as an isolated structure at a distorted geometry.

Each line ends with the Löwdin charge.
Atoms and positions in Å:
C1 -1.566 -0.012 -0.162  -0.031
C2 1.245 0.133 0.479  -0.551
N1 -0.983 -1.180 -0.057  0.008
N2 -0.867 1.109 -0.158  0.156
O1 0.327 -1.349 -0.192  -0.116
O2 0.584 1.088 -0.107  -0.041
S1 2.903 -0.002 -0.001  1.022
H1 -2.564 -0.033 -0.023  0.137
H2 0.824 -0.305 1.427  0.155
H3 -1.365 -1.942 0.438  0.172
H4 -1.243 2.027 -0.496  0.216
H5 2.706 0.466 -1.149  -0.127

Total charge: +1
E_LUMO (eV): -3.882
E_HOMO (eV): -14.047
Energy above the lowest of the compared OMol25 structures with the same formula, charge and spin (kcal per mole): 66.86
Energy (Eh): -736.939531

---

DFT (the ωB97M-V functional and the def2-TZVPD basis) results for a 2-piece molecular cluster, C2H5N2O3 overall at a distorted geometry.

Each line ends with the Löwdin charge.
Atoms and positions in Å:
C1 -0.238 0.647 0.619  -0.099
C2 0.806 -0.371 0.227  -0.209
N1 1.137 -1.357 1.041  0.056
N2 0.369 -1.932 1.957  -0.449
O1 -0.883 -2.114 1.808  -0.027
O2 0.904 -2.183 3.069  -0.049
O3 0.020 -0.879 -1.920  -0.442
H1 -1.181 0.178 0.239  0.083
H2 0.051 1.588 0.113  0.067
H3 -0.341 0.816 1.742  0.090
H4 1.691 -0.128 -0.436  0.112
H5 0.883 -0.714 -2.312  -0.132

Total charge: -1
E_LUMO (alpha / beta) (eV): 3.894 / 3.894
E_HOMO (alpha / beta) (eV): -3.951 / -3.950
Energy above the lowest of the compared OMol25 structures with the same formula, charge and spin (kcal per mole): 178.23
Energy (Eh): -414.292786

---

DFT (the ωB97M-V functional and the def2-TZVPD basis) results for one molecule with the formula C2H5N2PS at a distorted geometry.

Each line ends with the Löwdin charge.
Atoms and positions in Å:
C1 -0.613 -0.403 0.948  -0.915
C2 0.200 -0.169 -1.275  -0.535
N1 -0.061 -1.015 -0.210  -0.136
N2 -1.061 0.808 0.922  0.081
P1 1.755 0.866 -0.804  0.811
S1 -0.622 -1.440 2.397  0.704
H1 0.404 -0.699 -2.216  0.072
H2 -0.679 0.391 -1.368  0.044
H3 0.765 -1.530 -0.001  0.076
H4 -1.278 1.357 1.731  0.044
H5 1.191 1.835 -0.124  -0.247

Total charge: 0
E_LUMO (alpha / beta) (eV): -1.101 / -2.735
E_HOMO (alpha / beta) (eV): -9.244 / -8.508
Energy above the lowest of the compared OMol25 structures with the same formula, charge and spin (kcal per mole): 77.55
Energy (Eh): -928.126095

---

DFT (the ωB97M-V functional and the def2-TZVPD basis) results for an isolated ion of composition C2H5N2Si and charge +1 at a distorted geometry.

Each line ends with the Löwdin charge.
Atoms and positions in Å:
H1 1.293 1.632 1.442  0.016
N1 0.734 0.955 0.956  -0.121
Si1 -0.387 -0.157 1.308  0.865
C1 -0.714 -0.890 -0.470  -0.256
N2 0.060 -0.146 -1.356  0.012
C2 0.833 0.725 -1.221  0.178
H2 -1.179 -0.752 2.358  -0.030
H3 -0.398 -1.927 -0.564  0.103
H4 -1.760 -0.847 -0.787  0.104
H5 1.518 1.407 -1.666  0.128

Structure (SMILES): [H]/N=[SiH]/C[N+]#C
Total charge: +1
E_LUMO (eV): -4.699
E_HOMO (eV): -15.259
Energy above the lowest of the compared OMol25 structures with the same formula, charge and spin (kcal per mole): 39.94
Energy (Eh): -477.857833

---

DFT (the ωB97M-V functional and the def2-TZVPD basis) results for one molecule with the formula C2H5N3 at a distorted geometry.

Each line ends with the Löwdin charge.
Atoms and positions in Å:
H1 -2.501 -0.906 0.503  0.051
N1 -2.405 0.055 -0.056  -0.034
C1 -1.017 0.429 -0.047  -0.250
N2 -0.154 -0.590 0.103  -0.134
N3 1.124 -0.676 -0.134  -0.086
C2 1.853 0.325 0.040  -0.103
H2 -0.709 1.409 -0.602  0.140
H3 -0.831 -1.443 -0.224  0.205
H4 1.651 1.216 0.784  0.103
H5 2.988 0.181 -0.366  0.108

Structure (SMILES): [H]/N=C\NN=C
Total charge: 0
E_LUMO (eV): 0.281
E_HOMO (eV): -8.721
Energy above the lowest of the compared OMol25 structures with the same formula, charge and spin (kcal per mole): 87.82
Energy (Eh): -243.322010

---

DFT (the ωB97M-V functional and the def2-TZVPD basis) results for a 2-piece molecular cluster, C2H5N3 overall at a distorted geometry.

Each line ends with the Löwdin charge.
Atoms and positions in Å:
H1 -0.966 2.002 1.582  0.024
N1 -1.289 1.472 0.825  0.035
N2 -0.984 0.267 0.751  -0.130
N3 -1.373 -0.155 -0.471  -0.045
H2 -1.981 0.480 -0.933  0.078
H3 -1.625 -1.135 -0.477  0.096
C1 2.660 -0.713 -0.232  -0.057
C2 1.491 -0.775 -0.505  -0.074
H4 3.630 -0.687 0.413  0.060
H5 0.437 -0.757 -0.953  0.014

Structure (SMILES): [H]/N=N/N.C#C
Total charge: 0
E_LUMO (eV): 1.034
E_HOMO (eV): -9.815
Energy above the lowest of the compared OMol25 structures with the same formula, charge and spin (kcal per mole): 98.43
Energy (Eh): -243.305090

---

DFT (the ωB97M-V functional and the def2-TZVPD basis) results for a 2-piece molecular cluster, C2H5N3 overall at a distorted geometry.

Each line ends with the Löwdin charge.
Atoms and positions in Å:
H1 -1.493 -1.809 -0.495  0.037
N1 -1.888 -0.889 -0.454  -0.006
N2 -1.532 0.038 0.266  -0.079
H2 -0.861 -0.119 1.078  0.059
C1 2.342 -1.151 -0.464  -0.030
C2 1.584 -0.188 0.066  -0.233
N3 0.701 0.601 0.454  0.055
H3 1.999 -2.222 -0.678  0.076
H4 3.426 -1.000 -0.536  0.042
H5 -0.019 1.055 -0.153  0.079

Structure (SMILES): [H]/N=N\[H].C=C=N
Total charge: 0
E_LUMO (eV): 0.312
E_HOMO (eV): -8.669
Energy above the lowest of the compared OMol25 structures with the same formula, charge and spin (kcal per mole): 95.68
Energy (Eh): -243.309475

---

DFT (the ωB97M-V functional and the def2-TZVPD basis) results for one molecule with the formula C2H5N3 at a distorted geometry.

Each line ends with the Löwdin charge.
Atoms and positions in Å:
H1 -3.009 -0.548 0.033  0.027
N1 -2.020 -0.624 0.134  0.102
C1 -1.322 0.397 -0.138  -0.319
N2 0.041 0.529 -0.050  -0.096
N3 0.975 -0.428 -0.096  -0.053
C2 2.264 -0.182 0.022  -0.019
H2 -1.470 1.523 -0.055  0.130
H3 0.403 1.394 0.384  0.128
H4 2.505 0.910 0.429  0.099
H5 2.945 -0.908 -0.013  0.000

Structure (SMILES): [H]/N=C/NN=C
Total charge: 0
E_LUMO (eV): 0.917
E_HOMO (eV): -8.993
Energy above the lowest of the compared OMol25 structures with the same formula, charge and spin (kcal per mole): 60.34
Energy (Eh): -243.365791

---

DFT (the ωB97M-V functional and the def2-TZVPD basis) results for a 2-piece molecular cluster, C2H5N3 overall at a distorted geometry.

Each line ends with the Mulliken spin population.
Atoms and positions in Å:
C1 1.323 -0.421 -0.738  -0.025
C2 -1.311 0.323 0.310  0.806
N1 1.892 0.556 -1.158  0.012
N2 -1.440 0.303 1.548  1.039
N3 0.557 -1.343 -0.700  0.013
H1 -0.894 0.955 -0.377  0.025
H2 -1.853 -0.497 -0.219  0.078
H3 2.083 1.418 -0.726  0.000
H4 -0.923 0.932 2.219  0.056
H5 0.568 -2.226 -0.160  -0.005

Total charge: 0
Multiplicity: 3
E_LUMO (alpha / beta) (eV): 0.848 / -1.971
E_HOMO (alpha / beta) (eV): -5.187 / -9.839
Energy above the lowest of the compared OMol25 structures with the same formula, charge and spin (kcal per mole): 29.76
Energy (Eh): -243.238813
Expectation value of S²: 2.0056

---

DFT (the ωB97M-V functional and the def2-TZVPD basis) results for one molecule with the formula C2H5N3O at a distorted geometry.

Each line ends with the Löwdin charge.
Atoms and positions in Å:
H1 0.441 -1.574 0.982  0.064
N1 1.173 -0.938 0.502  0.072
C1 0.576 -0.157 -0.369  -0.528
N2 1.213 0.655 -1.216  0.038
C2 -1.039 0.056 -0.477  -0.058
N3 -1.763 0.011 0.655  -0.177
O1 -1.556 0.112 1.902  -0.034
H2 2.230 0.518 -1.314  0.090
H3 1.069 1.839 -1.275  0.214
H4 -1.802 -0.201 -1.412  0.148
H5 -0.541 -0.321 2.022  0.171

Structure (SMILES): [H]/N=C(N)\C=N/O
Total charge: 0
E_LUMO (eV): 0.524
E_HOMO (eV): -9.056
Energy above the lowest of the compared OMol25 structures with the same formula, charge and spin (kcal per mole): 130.68
Energy (Eh): -318.542236

---

DFT (the ωB97M-V functional and the def2-TZVPD basis) results for one molecule with the formula C2H5N3O at a distorted geometry.

Each line ends with the Löwdin charge.
Atoms and positions in Å:
H1 -0.193 -1.535 -1.225  0.074
N1 0.666 -1.361 -0.611  0.113
C1 0.653 -0.260 0.055  -0.505
N2 1.518 0.128 1.019  0.131
C2 -0.491 0.551 -0.253  -0.585
N3 -1.658 -0.063 -0.279  0.109
O1 -0.300 1.793 -0.327  0.017
H2 2.482 -0.176 1.220  0.116
H3 1.543 1.194 0.975  0.129
H4 -2.396 0.677 -0.884  0.240
H5 -1.824 -0.947 0.311  0.161

Structure (SMILES): [H]/N=C(/N)C(N)=O
Total charge: 0
E_LUMO (eV): 0.616
E_HOMO (eV): -9.374
Energy above the lowest of the compared OMol25 structures with the same formula, charge and spin (kcal per mole): 47.73
Energy (Eh): -318.674418

---

DFT (the ωB97M-V functional and the def2-TZVPD basis) results for a 2-piece molecular cluster, C2H5N3O overall at a distorted geometry.

Each line ends with the Löwdin charge.
Atoms and positions in Å:
C1 1.998 1.063 0.018  -0.339
C2 2.467 -1.328 0.054  -0.122
N1 2.021 2.211 -0.093  0.166
N2 -1.337 0.150 0.050  -0.024
N3 1.658 -0.228 0.074  -0.016
O1 3.762 -0.967 -0.063  -0.021
H1 -1.357 0.116 -1.017  0.060
H2 -1.325 1.170 0.352  0.065
H3 -2.098 -0.500 0.307  0.036
H4 0.587 -0.334 -0.001  0.104
H5 3.854 0.013 -0.212  0.092

Total charge: 0
E_LUMO (eV): 0.422
E_HOMO (eV): -9.701
Energy above the lowest of the compared OMol25 structures with the same formula, charge and spin (kcal per mole): 75.99
Energy (Eh): -318.629390

---

DFT (the ωB97M-V functional and the def2-TZVPD basis) results for one molecule with the formula C2H5N3O at a distorted geometry.

Each line ends with the Löwdin charge.
Atoms and positions in Å:
H1 3.024 -0.295 0.169  0.055
N1 2.068 -0.176 0.500  0.116
C1 1.247 0.135 -0.402  -0.193
C2 -0.204 0.291 -0.054  -0.494
N2 -0.711 1.236 0.634  0.157
H2 0.007 1.871 0.974  0.056
N3 -0.939 -0.740 -0.550  0.013
O1 -2.254 -0.901 0.210  -0.103
H3 1.507 0.351 -1.445  0.115
H4 -1.039 -1.688 0.035  0.191
H5 -2.705 -0.083 -0.072  0.086

Structure (SMILES): [H]/N=C/C(=N\[H])NO
Total charge: 0
E_LUMO (eV): 0.672
E_HOMO (eV): -9.851
Energy above the lowest of the compared OMol25 structures with the same formula, charge and spin (kcal per mole): 115.29
Energy (Eh): -318.566752

---

DFT (the ωB97M-V functional and the def2-TZVPD basis) results for one molecule with the formula C2H5N3O at a distorted geometry.

Each line ends with the Löwdin charge.
Atoms and positions in Å:
N1 2.517 -0.009 -0.258  -0.082
N2 1.222 -0.617 -0.172  -0.097
C1 0.237 0.123 0.010  -0.294
N3 -1.028 -0.343 0.262  0.051
C2 -2.294 0.284 -0.103  -0.277
O1 -3.273 -0.436 -0.223  0.018
H1 2.696 0.700 0.624  0.124
H2 3.114 -0.952 -0.015  0.125
H3 0.397 1.176 -0.142  0.123
H4 -1.274 -1.361 0.214  0.160
H5 -2.313 1.433 -0.197  0.151

Structure (SMILES): N/N=C/NC=O
Total charge: 0
E_LUMO (eV): 0.891
E_HOMO (eV): -8.835
Energy above the lowest of the compared OMol25 structures with the same formula, charge and spin (kcal per mole): 65.95
Energy (Eh): -318.645393

---

DFT (the ωB97M-V functional and the def2-TZVPD basis) results for one molecule with the formula C2H5N3O at a distorted geometry.

Each line ends with the Löwdin charge.
Atoms and positions in Å:
H1 3.127 0.967 0.714  0.040
N1 2.219 0.934 0.311  0.072
C1 1.537 -0.016 -0.120  -0.244
N2 0.151 0.129 0.195  0.084
C2 -0.946 -0.591 -0.241  -0.610
N3 -2.149 -0.134 0.279  0.141
O1 -0.850 -1.552 -0.975  0.053
H2 2.081 -0.876 -0.525  0.130
H3 0.024 0.827 0.933  0.138
H4 -2.953 -0.550 -0.168  0.102
H5 -2.248 0.852 0.481  0.094

Structure (SMILES): [H]/N=C/NC(N)=O
Total charge: 0
E_LUMO (eV): 0.868
E_HOMO (eV): -9.435
Energy above the lowest of the compared OMol25 structures with the same formula, charge and spin (kcal per mole): 22.83
Energy (Eh): -318.714095

---

DFT (the ωB97M-V functional and the def2-TZVPD basis) results for one molecule with the formula C2H5N3O2 at a distorted geometry.

Each line ends with the Löwdin charge.
Atoms and positions in Å:
N1 -0.481 -0.920 -0.996  0.125
C1 -0.317 0.037 0.065  -0.521
N2 -1.357 0.893 0.333  0.167
C2 -0.086 -1.596 0.217  -0.366
O1 1.517 1.324 -0.398  -0.011
N3 0.990 0.420 0.499  0.053
O2 1.195 -1.683 0.411  -0.011
H1 2.195 1.798 0.109  0.107
H2 0.300 -0.887 -1.651  0.117
H3 -1.219 1.571 1.066  0.099
H4 -1.919 1.198 -0.449  0.101
H5 -0.818 -2.154 0.793  0.140

Total charge: 0
E_LUMO (alpha / beta) (eV): -0.872 / 0.061
E_HOMO (alpha / beta) (eV): -8.736 / -8.457
Energy above the lowest of the compared OMol25 structures with the same formula, charge and spin (kcal per mole): 165.16
Energy (Eh): -393.756067

---

DFT (the ωB97M-V functional and the def2-TZVPD basis) results for a 3-piece molecular cluster, C2H5N3O2 overall at a distorted geometry.

Each line ends with the Löwdin charge.
Atoms and positions in Å:
C1 0.927 1.910 0.077  0.119
C2 2.184 -0.419 -0.021  -0.714
N1 1.716 0.168 1.041  0.109
N2 -0.191 1.468 -0.261  0.003
N3 -1.705 -0.875 0.160  0.075
O1 2.918 -0.497 -0.928  0.143
O2 1.077 -1.082 0.481  -0.048
H1 -0.906 1.769 -0.876  0.088
H2 -0.806 0.497 0.092  0.121
H3 -0.924 -1.399 0.479  0.021
H4 -1.692 -0.563 -0.791  0.043
H5 -2.599 -0.977 0.547  0.041

Total charge: 0
E_LUMO (alpha / beta) (eV): -0.006 / -0.005
E_HOMO (alpha / beta) (eV): -8.763 / -8.764
Energy above the lowest of the compared OMol25 structures with the same formula, charge and spin (kcal per mole): 182.28
Energy (Eh): -393.728774